Below is an isolated molecule of C25H19F2N3O2S, with properties calculated with ωB97M-V/def2-TZVPD.

Atoms and positions in Å:
O -1.016 1.777 3.240
C -0.290 0.854 2.960
C 1.157 0.835 3.463
S 2.353 0.099 2.312
C 1.850 0.921 0.842
N 0.826 1.682 0.913
C 0.331 2.238 -0.233
C -0.803 3.049 -0.158
C -1.328 3.586 -1.311
C -0.739 3.330 -2.550
C 0.379 2.531 -2.637
C 0.926 1.973 -1.479
C 2.107 1.123 -1.556
O 2.714 0.828 -2.560
N 2.532 0.626 -0.304
C 3.707 -0.169 -0.267
C 3.732 -1.425 -0.857
C 4.887 -2.184 -0.840
C 6.017 -1.672 -0.227
F 7.139 -2.407 -0.202
C 6.031 -0.419 0.362
C 4.868 0.324 0.324
F 4.861 1.551 0.867
N -0.650 -0.282 2.310
C -1.792 -0.505 1.529
C -2.882 0.357 1.538
C -3.980 0.102 0.729
C -3.988 -1.020 -0.073
C -2.897 -1.886 -0.078
C -1.797 -1.637 0.712
C -3.130 -3.019 -1.034
C -4.646 -2.964 -1.280
C -5.044 -1.502 -1.024
H 1.461 1.860 3.671
H 1.231 0.242 4.376
H -1.240 3.226 0.811
H -2.206 4.212 -1.259
H -1.163 3.763 -3.444
H 0.853 2.317 -3.583
H 2.842 -1.796 -1.339
H 4.921 -3.159 -1.298
H 6.922 -0.027 0.825
H 0.077 -0.977 2.188
H -2.865 1.224 2.176
H -4.822 0.778 0.740
H -0.948 -2.307 0.706
H -2.805 -3.981 -0.636
H -2.578 -2.836 -1.960
H -4.916 -3.300 -2.280
H -5.152 -3.607 -0.557
H -6.050 -1.408 -0.618
H -4.999 -0.918 -1.949

Properties
Energy relative to the best compared isomer or geometry (same formula, charge and spin) ... 0.0 kcal per mole
Charge ... 0
Gap between HOMO and LUMO ... 8.5 eV
Structure (SMILES) ... O=C(CSc1nc2ccccc2c(=O)n1-c1ccc(F)cc1F)Nc1ccc2c(c1)CCC2

Table of Löwdin atomic charges, one value per atom, all in e: O 0.06; C -0.57; C -0.34; S 1.04; C -0.54; N 0.12; C -0.19; C 0.00; C -0.06; C -0.07; C -0.01; C -0.06; C -0.34; O 0.11; N 0.06; C -0.21; C 0.02; C 0.01; C -0.26; F 0.08; C 0.09; C -0.23; F 0.09; N 0.10; C -0.21; C -0.01; C -0.01; C -0.20; C -0.19; C 0.03; C -0.13; C -0.17; C -0.13; H 0.09; H 0.09; H 0.11; H 0.11; H 0.10; H 0.12; H 0.13; H 0.12; H 0.14; H 0.10; H 0.10; H 0.11; H 0.12; H 0.11; H 0.12; H 0.10; H 0.11; H 0.11; H 0.12

Below is an isolated molecule of C3H5ClN2O2, with properties calculated with ωB97M-V/def2-TZVPD.

Atoms and positions in Å:
N -1.989 0.754 0.120
C -0.830 0.022 -0.006
N -1.002 -1.326 -0.124
C 0.418 0.621 -0.020
Cl 0.518 2.363 -0.036
C 1.632 -0.148 0.008
O 1.681 -1.375 0.007
O 2.758 0.567 0.025
H -1.918 1.766 0.047
H -2.802 0.363 -0.324
H -1.794 -1.699 0.356
H -0.132 -1.832 -0.066
H 3.460 -0.076 0.013

Properties
Energy relative to the best compared isomer or geometry (same formula, charge and spin) ... 0.0 kcal per mole
Charge ... 0
Gap between HOMO and LUMO ... 9.1 eV
Structure (SMILES) ... NC(N)=C(Cl)C(=O)O

Table of Löwdin atomic charges, one value per atom, all in e: N 0.12; C -0.43; N 0.16; C -0.53; Cl 0.69; C -0.58; O 0.04; O 0.09; H 0.06; H 0.10; H 0.10; H 0.07; H 0.11

Below is a structure of composition C23H42Cl2N4Os in a non-equilibrium geometry, with properties calculated with ωB97M-V/def2-TZVPD.

Atoms and positions in Å:
Os 0.001 0.008 0.013
Cl -0.077 -0.077 -2.425
C 2.275 -3.649 -0.214
C 1.368 -1.567 -0.031
N 1.105 -2.907 -0.210
H 4.354 -2.966 0.005
N 2.742 -1.516 0.075
H 2.294 -4.717 -0.338
C -0.249 -3.551 -0.364
C -0.076 -5.032 -0.728
C -0.994 -3.458 0.972
H 0.370 -5.611 0.087
H -1.073 -5.442 -0.917
H 0.518 -5.163 -1.637
H -1.835 -3.485 -1.822
H -0.327 -2.697 -2.358
H -0.865 -2.476 1.427
C -0.994 -2.859 -1.506
H -0.613 -4.208 1.672
H -2.061 -3.641 0.808
H -1.367 -1.883 -1.194
C 3.296 -2.782 -0.042
C 3.716 0.150 1.635
H 3.875 -0.708 2.294
H 4.558 0.841 1.743
C 3.614 -0.289 0.176
H 3.463 1.767 -0.472
C 5.029 -0.623 -0.319
H 5.024 -1.137 -1.286
H 2.799 0.653 1.947
H 1.925 0.861 -0.589
H 5.584 -1.223 0.410
H 5.562 0.322 -0.455
C 3.009 0.801 -0.717
H 3.210 0.578 -1.770
C -3.297 2.788 -0.174
N -2.746 1.518 -0.104
H -2.289 4.742 -0.191
N -1.102 2.930 -0.086
H -4.355 2.966 -0.230
C -3.609 0.285 -0.205
C -5.056 0.639 0.172
C -3.570 -0.208 -1.656
H -5.559 1.223 -0.604
H -5.606 -0.300 0.283
H -5.108 1.176 1.125
H -3.620 -1.719 0.576
H -3.312 -0.475 1.811
H -2.585 -0.052 -2.102
C -3.111 -0.772 0.778
H -4.302 0.341 -2.258
H -3.823 -1.273 -1.687
H -2.033 -0.917 0.671
C -2.272 3.668 -0.157
C 0.941 3.399 -1.389
H 0.493 4.054 -2.141
H 2.005 3.638 -1.291
C 0.253 3.587 -0.036
H 2.057 3.416 1.140
C 0.087 5.092 0.216
H -0.493 5.301 1.121
H 0.832 2.374 -1.744
H 1.131 1.900 1.026
H -0.371 5.602 -0.638
H 1.086 5.512 0.361
C 1.052 2.982 1.124
H 0.561 3.201 2.078
C -1.369 1.579 -0.053
Cl 0.981 -1.222 2.973
C -0.087 -0.014 2.209
H -1.112 -0.238 2.554
H 0.146 0.964 2.661

Properties
Multiplicity ... 5
Charge ... -2
⟨S²⟩ ... 6.009
Gap between HOMO and LUMO (spin up / spin down) ... 1.7 / 6.7 eV

Table of Löwdin atomic charges, one value per atom, all in e: Os 0.27; Cl -0.02; C -0.06; C -0.31; N -0.02; H 0.10; N -0.02; H 0.10; C -0.52; C -0.10; C -0.06; H 0.07; H 0.07; H 0.08; H 0.07; H 0.05; H 0.02; C -0.11; H 0.08; H 0.07; H -0.02; C -0.07; C -0.07; H 0.07; H 0.06; C -0.52; H 0.08; C -0.12; H 0.08; H 0.05; H -0.03; H 0.07; H 0.06; C -0.07; H 0.09; C -0.08; N -0.02; H 0.09; N -0.02; H 0.09; C -0.52; C -0.19; C -0.07; H 0.05; H 0.05; H 0.06; H 0.07; H 0.08; H 0.00; C -0.08; H 0.07; H 0.06; H -0.01; C -0.08; C -0.07; H 0.08; H 0.06; C -0.53; H 0.07; C -0.18; H 0.06; H 0.01; H -0.01; H 0.06; H 0.05; C -0.08; H 0.08; C -0.26; Cl 0.43; C -0.74; H -0.02; H -0.02

Below is the ion C3H5N2OS with charge +1 in a non-equilibrium geometry, with properties calculated with ωB97M-V/def2-TZVPD.

Atoms and positions in Å:
C 0.440 -0.195 0.292
C 1.098 -2.971 1.011
C -0.444 -1.334 -0.061
N 1.273 -0.465 1.188
N -0.019 1.009 -0.103
O 0.225 -2.613 0.230
S 2.064 -3.459 2.027
H -1.326 -1.466 0.680
H -0.790 -1.317 -1.118
H 1.585 0.418 1.617
H -0.990 0.997 -0.527
H 0.647 1.786 -0.057

Properties
Energy relative to the best compared isomer or geometry (same formula, charge and spin) ... 37.7 kcal per mole
Charge ... +1
Gap between HOMO and LUMO ... 9.2 eV

Table of Löwdin atomic charges, one value per atom, all in e: C -0.52; C -0.68; C 0.00; N 0.14; N 0.15; O 0.04; S 1.12; H 0.19; H 0.16; H 0.11; H 0.15; H 0.14

Below is a cluster of 2 separate species, C9H11NO in total in a non-equilibrium geometry, with properties calculated with ωB97M-V/def2-TZVPD.

Atoms and positions in Å:
C 1.241 1.836 0.080
C 0.437 0.734 -0.499
C -0.810 1.047 -1.124
C -1.720 0.122 -1.525
C -1.312 -1.247 -1.445
C -0.127 -1.597 -0.843
C 0.770 -0.578 -0.431
C 2.103 -1.122 0.122
H 2.267 1.489 0.076
H 0.936 1.985 1.134
H 1.172 2.584 -0.655
H -0.983 2.096 -1.037
H -2.774 0.323 -1.742
H -1.853 -2.047 -2.011
H 0.099 -2.703 -0.756
H 2.821 -1.355 -0.641
H 1.774 -1.920 0.722
H 2.468 -0.408 0.829
N -1.343 0.868 2.635
C -1.662 -0.167 2.095
O -1.749 -1.164 1.521
H -1.756 1.225 3.494

Properties
Energy relative to the best compared isomer or geometry (same formula, charge and spin) ... 19.7 kcal per mole
Charge ... 0
Gap between HOMO and LUMO ... 9.3 eV
Structure (SMILES) ... Cc1ccccc1C.N=C=O

Table of Löwdin atomic charges, one value per atom, all in e: C -0.04; C -0.27; C -0.06; C -0.09; C -0.11; C -0.08; C -0.24; C -0.02; H 0.07; H 0.10; H 0.07; H 0.10; H 0.11; H 0.11; H 0.13; H 0.08; H 0.06; H 0.06; N 0.18; C -0.40; O 0.17; H 0.09

Below is a structure of composition C15H30F15O20S10Zn2 in a non-equilibrium geometry, with properties calculated with ωB97M-V/def2-TZVPD.

Atoms and positions in Å:
Zn -1.107 0.751 -5.537
Zn -3.363 3.795 2.193
C 1.239 3.970 8.026
F 1.310 2.666 8.119
F 1.672 4.399 9.178
F 2.125 4.378 7.093
S -0.610 4.444 7.565
O -0.873 4.244 6.093
O -1.631 3.677 8.293
O -0.661 5.847 7.888
C 4.898 -3.222 -7.407
F 5.465 -2.763 -6.314
F 4.945 -2.313 -8.321
F 5.496 -4.328 -7.698
S 3.082 -3.466 -7.049
O 2.331 -4.106 -8.157
O 3.226 -4.371 -5.981
O 2.422 -2.184 -6.721
C -7.506 3.035 -3.892
F -7.834 1.950 -3.169
F -7.642 2.871 -5.300
F -8.250 3.976 -3.527
S -5.728 3.765 -3.477
O -5.704 5.251 -3.628
O -5.542 3.442 -2.098
O -4.707 3.160 -4.335
C -5.676 -5.262 -4.469
F -4.673 -5.590 -3.776
F -6.146 -6.354 -5.111
F -6.640 -4.661 -3.741
S -5.031 -3.967 -5.690
O -4.240 -2.882 -5.051
O -4.157 -4.762 -6.584
O -6.170 -3.390 -6.359
C 2.787 -0.528 0.580
F 3.099 -0.185 1.849
F 3.584 0.128 -0.299
F 2.948 -1.904 0.412
S 0.834 -0.246 0.224
O 0.296 0.851 1.028
O 0.608 0.048 -1.228
O 0.233 -1.509 0.631
C -0.236 9.923 2.205
S -0.477 8.855 0.702
O -1.498 7.818 1.143
C -1.351 10.090 -0.279
H 0.176 10.869 1.853
H 0.193 9.505 3.115
H -1.156 10.261 2.682
H -1.767 9.662 -1.191
H -0.569 10.582 -0.857
H -1.991 10.721 0.337
C 2.726 -6.450 8.957
S 1.203 -6.102 7.943
O 0.401 -5.530 9.083
C 2.094 -4.655 7.081
H 2.256 -7.137 9.661
H 3.066 -5.566 9.496
H 3.534 -6.836 8.335
H 1.567 -3.948 6.440
H 3.038 -4.886 6.588
H 2.267 -3.973 7.914
C 2.672 7.066 -5.834
S 2.994 5.327 -6.234
O 1.752 4.475 -6.006
C 2.993 5.536 -8.003
H 1.758 7.339 -6.363
H 3.433 7.715 -6.266
H 2.506 7.255 -4.774
H 3.395 6.507 -8.292
H 1.958 5.556 -8.345
H 3.462 4.616 -8.350
C -5.092 -2.231 5.495
S -5.968 -1.288 4.192
O -5.067 -0.167 3.860
C -6.059 -2.539 2.788
H -4.754 -1.494 6.223
H -4.190 -2.712 5.117
H -5.659 -2.911 6.132
H -5.830 -3.547 3.134
H -5.346 -2.152 2.060
H -7.058 -2.526 2.353
C 7.139 -7.523 -0.996
S 6.476 -9.072 -0.273
O 7.755 -9.725 0.282
C 5.713 -8.495 1.254
H 6.452 -6.721 -1.264
H 7.680 -7.888 -1.869
H 7.902 -7.236 -0.271
H 5.724 -9.302 1.987
H 4.753 -8.005 1.088
H 6.320 -7.716 1.714

Properties
Energy relative to the best compared isomer or geometry (same formula, charge and spin) ... 500.8 kcal per mole
Charge ... -1
Gap between HOMO and LUMO ... 1.8 eV

Table of Löwdin atomic charges, one value per atom, all in e: Zn 0.71; Zn 0.72; C -0.67; F 0.14; F 0.16; F 0.12; S 0.55; O -0.29; O -0.27; O -0.28; C -0.77; F 0.16; F 0.17; F 0.20; S 0.52; O -0.23; O -0.23; O -0.25; C -0.62; F 0.14; F 0.06; F 0.19; S 0.51; O -0.28; O -0.28; O -0.31; C -0.70; F 0.21; F 0.14; F 0.13; S 0.55; O -0.23; O -0.24; O -0.24; C -0.52; F 0.12; F 0.11; F 0.06; S 0.55; O -0.27; O -0.30; O -0.26; C -0.26; S 0.84; O -0.60; C -0.28; H 0.04; H 0.05; H 0.05; H 0.06; H 0.04; H 0.06; C -0.26; S 0.85; O -0.59; C -0.25; H 0.04; H 0.05; H 0.05; H 0.04; H 0.04; H 0.04; C -0.28; S 0.82; O -0.58; C -0.28; H 0.05; H 0.05; H 0.05; H 0.05; H 0.06; H 0.05; C -0.27; S 0.81; O -0.57; C -0.22; H 0.05; H 0.05; H 0.05; H 0.04; H 0.05; H 0.04; C -0.25; S 0.83; O -0.59; C -0.28; H 0.06; H 0.04; H 0.05; H 0.05; H 0.05; H 0.05

Below is a structure of composition C41H43N11Sn in a non-equilibrium geometry, with properties calculated with ωB97M-V/def2-TZVPD.

Atoms and positions in Å:
Sn -0.125 -0.766 0.228
C 1.667 2.389 6.725
C 0.963 1.913 5.491
C -0.249 2.386 5.075
C -0.870 1.925 3.931
C -0.283 0.954 3.093
N -0.976 0.464 2.013
C -1.842 1.347 1.347
C -1.544 2.676 1.018
C -2.343 3.423 0.191
C -3.478 2.917 -0.438
C -4.217 3.750 -1.449
C -3.807 1.593 -0.119
C -3.004 0.835 0.726
N -3.371 -0.514 0.932
C -4.595 -0.905 1.357
C -4.681 -2.265 1.207
C -3.462 -2.610 0.635
N -2.679 -1.539 0.487
C 0.900 0.377 3.590
C 1.508 0.916 4.735
N 1.461 -0.774 3.028
C 2.033 -1.754 3.726
C 2.769 -2.566 2.894
C 2.530 -2.007 1.633
N 1.770 -0.924 1.708
H 1.896 3.477 6.671
H 2.582 1.789 6.861
H 0.999 2.226 7.625
H -0.800 3.101 5.697
H -1.873 2.286 3.639
H -0.615 3.076 1.394
H -2.010 4.425 -0.105
H -3.603 3.940 -2.313
H -4.544 4.697 -1.007
H -5.098 3.205 -1.776
H -4.590 1.076 -0.638
H -5.322 -0.225 1.705
H -5.503 -2.928 1.379
H -3.062 -3.593 0.414
H 2.496 0.536 5.013
H 1.911 -1.780 4.781
H 3.425 -3.355 3.171
H 2.776 -2.361 0.643
C 5.555 0.689 -1.610
C 5.574 -0.654 -1.882
C 4.405 -1.419 -1.871
C 3.180 -0.767 -1.674
C 3.156 0.613 -1.410
C 4.333 1.334 -1.351
N 2.027 -1.579 -1.484
C 1.479 -2.115 -2.529
C 1.843 -1.770 -3.887
C 1.252 -2.394 -4.928
C 0.281 -3.434 -4.748
C -0.061 -3.801 -3.525
C 0.484 -3.199 -2.378
N 0.030 -3.673 -1.201
N 0.284 -3.032 -0.113
C -0.330 -3.534 1.040
C -0.679 -4.829 1.383
C -1.320 -5.015 2.571
C -1.629 -3.896 3.401
C -1.187 -2.641 3.045
N -0.566 -2.496 1.857
H 6.452 1.287 -1.649
H 6.497 -1.170 -2.097
H 4.345 -2.483 -2.042
H 2.191 1.029 -1.176
H 4.273 2.384 -1.162
H 2.580 -0.989 -4.024
H 1.532 -2.128 -5.912
H -0.108 -3.867 -5.685
H -0.800 -4.570 -3.320
H -0.445 -5.633 0.699
H -1.630 -6.010 2.870
H -2.104 -4.077 4.369
H -1.352 -1.771 3.680
C 0.888 2.153 -4.395
C -0.040 2.659 -3.258
C 0.776 3.625 -2.371
C -1.266 3.431 -3.841
N -0.429 1.543 -2.398
N -1.108 0.450 -2.974
H 1.422 3.000 -4.814
H 0.382 1.621 -5.186
H 1.614 1.466 -3.910
H 0.973 4.551 -2.874
H 1.736 3.251 -2.093
H 0.218 3.865 -1.470
H -1.035 4.037 -4.708
H -1.718 4.046 -3.073
H -2.006 2.711 -4.192
H -0.983 1.911 -1.619
H -0.437 -0.248 -3.239
H -1.665 0.708 -3.762

Properties
Energy relative to the best compared isomer or geometry (same formula, charge and spin) ... 0.0 kcal per mole
Charge ... 0
Gap between HOMO and LUMO (spin up / spin down) ... 6.3 / 6.3 eV

Table of Löwdin atomic charges, one value per atom, all in e: Sn 1.34; C -0.06; C -0.33; C -0.06; C -0.02; C -0.25; N -0.09; C -0.32; C -0.04; C -0.07; C -0.27; C -0.04; C 0.03; C -0.17; N -0.10; C -0.05; C -0.05; C -0.13; N 0.02; C -0.14; C 0.00; N -0.09; C -0.08; C -0.02; C -0.15; N -0.01; H 0.09; H 0.07; H 0.10; H 0.12; H 0.12; H 0.12; H 0.12; H 0.04; H 0.09; H 0.08; H 0.12; H 0.12; H 0.09; H 0.11; H 0.12; H 0.13; H 0.09; H 0.09; C -0.10; C -0.10; C -0.03; C -0.31; C -0.05; C -0.08; N 0.03; C -0.26; C -0.03; C -0.08; C -0.11; C -0.07; C -0.22; N 0.10; N -0.13; C -0.37; C -0.02; C -0.06; C -0.05; C -0.11; N 0.00; H 0.09; H 0.10; H 0.11; H 0.07; H 0.09; H 0.11; H 0.09; H 0.11; H 0.11; H 0.11; H 0.11; H 0.10; H 0.12; C -0.04; C -0.59; C -0.03; C -0.03; N -0.10; N 0.02; H 0.08; H 0.07; H 0.07; H 0.08; H 0.06; H 0.07; H 0.08; H 0.05; H 0.07; H 0.07; H 0.04; H 0.05

Below is a cluster of 2 separate species, C9H16NO in total in a non-equilibrium geometry, with properties calculated with ωB97M-V/def2-TZVPD.

Atoms and positions in Å:
C 1.654 -1.296 -0.832
C 0.757 -1.235 -2.053
N 2.922 -2.040 -1.134
H 1.883 -0.290 -0.496
H 1.145 -1.751 -0.015
H -0.128 -1.869 -1.940
H 1.179 -1.583 -2.986
H 3.653 -1.432 -1.500
H 3.274 -2.482 -0.279
H 2.745 -2.795 -1.780
H 0.303 -0.285 -2.307
C -2.175 3.150 0.053
C -0.457 -0.453 1.619
C -1.748 -0.457 1.135
C 0.274 0.730 1.644
C -2.297 0.721 0.626
C -0.257 1.882 1.093
C -1.545 1.888 0.554
O 0.224 -1.622 1.930
H -2.364 -1.346 1.124
H -0.263 -2.159 2.573
H 1.254 0.713 2.099
H -3.300 0.685 0.273
H 0.298 2.810 1.047
H -1.595 4.042 0.248
H -3.196 3.369 0.353
H -2.241 3.104 -1.048

Properties
Energy relative to the best compared isomer or geometry (same formula, charge and spin) ... 9.4 kcal per mole
Charge ... +1
Gap between HOMO and LUMO ... 7.9 eV

Table of Löwdin atomic charges, one value per atom, all in e: C -0.18; C -0.06; N 0.20; H 0.13; H 0.09; H 0.09; H 0.08; H 0.18; H 0.18; H 0.16; H 0.09; C -0.05; C -0.35; C -0.01; C -0.04; C -0.03; C -0.03; C -0.27; O -0.01; H 0.12; H 0.12; H 0.12; H 0.11; H 0.12; H 0.07; H 0.08; H 0.09